Entry from the OMol25 dataset: a structure of composition C31H51As3N5O4Pd (wB97M-V/def2-TZVPD).

The geometry in XYZ format:
```
95
C31H51As3N5O4Pd | the OMol25 dataset | wB97M-V/def2-TZVPD
Pd -0.414 -0.767 -0.116
C 0.471 -1.343 4.713
As 0.021 -1.131 2.763
C 0.613 0.748 2.741
C -1.892 -0.658 3.045
C -2.934 -1.802 3.071
C -2.342 -3.063 3.705
C -3.450 -2.105 1.652
As -2.146 -2.283 0.174
C -1.619 -4.163 0.448
C -3.508 -2.625 -1.189
C -4.107 -1.266 3.929
As -5.762 -2.221 4.469
C -5.064 -3.293 5.961
C -6.060 -3.720 3.235
H -0.139 -0.693 5.343
H 1.520 -1.071 4.840
H 0.345 -2.378 5.030
H 0.238 1.269 3.626
H 0.243 1.242 1.837
H 1.703 0.777 2.740
H -2.123 0.038 2.229
H -1.937 -0.094 3.981
H -1.470 -3.411 3.148
H -3.067 -3.875 3.720
H -2.025 -2.870 4.732
H -4.102 -1.286 1.327
H -4.048 -3.015 1.656
H -2.372 -4.726 1.003
H -0.669 -4.180 0.983
H -1.477 -4.626 -0.529
H -4.177 -3.433 -0.882
H -3.007 -2.889 -2.119
H -4.081 -1.713 -1.356
H -4.468 -0.346 3.460
H -3.708 -0.960 4.904
H -4.669 -2.625 6.726
H -4.279 -3.977 5.647
H -5.886 -3.863 6.395
H -6.352 -3.351 2.254
H -6.893 -4.292 3.649
H -5.199 -4.374 3.134
C -1.737 4.407 -0.091
C -2.159 3.061 -0.658
O -1.340 2.013 -0.209
H -2.389 5.207 -0.449
H -0.713 4.635 -0.390
H -1.776 4.385 0.999
H -2.162 3.112 -1.758
H -3.180 2.821 -0.348
H -0.440 2.131 -0.602
C 5.052 -1.328 -0.620
N 4.016 -0.333 -0.795
C 4.291 0.904 -1.280
C 3.318 1.811 -1.444
C 1.961 1.443 -1.077
O 1.056 2.304 -1.222
N 1.696 0.202 -0.616
C 2.689 -0.726 -0.491
O 2.518 -1.879 -0.129
H 6.018 -0.850 -0.786
H 4.925 -2.155 -1.319
H 5.012 -1.741 0.386
H 5.328 1.104 -1.523
H 3.512 2.797 -1.836
C -1.701 -1.835 -8.849
C -0.780 -0.862 -8.166
C -1.239 -0.002 -7.177
C -0.393 0.877 -6.518
C 0.961 0.895 -6.823
N 1.878 1.755 -6.198
C 1.776 2.478 -5.018
O 2.349 3.549 -4.915
N 1.039 1.930 -4.011
C 0.867 0.544 -3.761
C 1.865 -0.392 -3.961
C 1.613 -1.705 -3.600
C 0.395 -2.017 -3.017
N -0.566 -1.118 -2.804
C -0.333 0.127 -3.199
C 1.435 0.045 -7.820
C 0.574 -0.810 -8.483
H -2.744 -1.570 -8.683
H -1.556 -2.849 -8.471
H -1.526 -1.859 -9.926
H -2.288 -0.011 -6.908
H -0.786 1.545 -5.766
H 2.611 2.128 -6.784
H 0.974 2.509 -3.172
H 2.823 -0.093 -4.370
H 2.367 -2.471 -3.724
H 0.197 -3.022 -2.658
H -1.112 0.856 -2.994
H 2.491 0.049 -8.062
H 0.969 -1.462 -9.254
```

Total charge ... -1
Maximum force ... 0.5 eV/A
E_tot ... -8621.89399 Ha
Orbital gap ... 5.3 eV
Energy relative to the best compared isomer or geometry (same formula, charge and spin) ... 0.0 kJ/mol